This record from the OMol25 dataset describes C28H29BGdNO3 as an isolated structure. The level of theory is wB97M-V/def2-TZVPD.

```
63
Properties=species:S:1:pos:R:3:forces:R:3:mulliken_charge:R:1
C 1.915 0.084 1.557 0.69 0.41 -0.09 -0.535
C 2.350 -0.488 0.328 0.35 0.71 0.05 -0.824
C 2.291 0.519 -0.673 0.69 0.36 0.53 -0.342
H 2.760 -1.486 0.188 -0.36 0.18 0.03 0.477
C 1.848 1.728 -0.052 0.71 -0.08 0.12 -0.571
C 1.638 1.460 1.326 0.50 -0.07 -0.07 -0.712
H 1.647 2.675 -0.548 0.17 -0.19 0.08 0.475
C -1.219 -1.566 1.535 -0.11 -0.97 -0.31 -0.786
C -0.155 -2.256 0.896 -0.76 -0.40 -0.10 -0.606
C -0.456 -2.334 -0.496 -0.05 -0.07 0.18 -0.428
H 0.712 -2.702 1.389 -0.36 0.31 -0.25 0.559
C -1.703 -1.689 -0.730 -0.02 -0.33 0.52 -0.146
C -2.183 -1.239 0.539 0.09 -0.50 -0.33 -0.830
H 2.629 0.414 -1.706 -0.33 0.01 0.31 0.507
H 1.270 2.170 2.061 0.19 -0.11 -0.11 0.734
H 1.854 -0.415 2.521 -0.04 0.08 -0.28 0.509
H -3.058 -0.617 0.684 -0.05 -0.18 0.12 0.368
H 0.154 -2.837 -1.250 -0.16 0.26 0.29 0.458
H -1.262 -1.330 2.596 -0.08 -0.08 -0.42 0.636
Gd -0.168 0.223 0.040 -0.45 0.11 1.64 0.379
C -2.414 -1.513 -2.070 0.63 0.26 0.66 2.787
C -3.800 -2.133 -1.903 -0.34 -0.02 -0.23 -1.926
C -1.649 -2.207 -3.197 -0.08 -0.04 -0.10 -2.349
H -3.726 -3.130 -1.456 0.11 0.19 -0.07 0.399
H -4.302 -2.239 -2.865 -0.11 0.07 -0.13 0.501
H -4.438 -1.529 -1.252 0.09 -0.03 0.00 0.343
H -1.681 -3.293 -3.074 0.05 0.12 0.02 0.494
H -0.601 -1.898 -3.255 -0.09 0.01 0.12 0.325
H -2.113 -1.969 -4.158 -0.07 -0.06 -0.05 0.391
C -2.565 0.007 -2.424 -0.55 -0.42 -0.82 -1.483
C -1.318 0.734 -2.862 1.77 -0.44 2.23 0.439
H -3.035 0.553 -1.590 0.38 -0.07 -0.12 0.303
H -3.272 0.100 -3.251 -0.22 -0.10 -0.05 0.445
O -0.279 0.729 -2.118 -2.04 0.61 -2.33 -0.125
N -1.281 1.485 -3.944 -0.29 0.72 -1.55 -0.007
C -0.225 2.531 -4.101 -0.88 -0.28 0.24 -1.274
H -1.923 1.311 -4.733 0.36 0.34 1.04 0.340
C 1.136 1.990 -4.370 0.84 -0.18 -0.37 0.862
C 2.278 2.634 -3.886 -0.03 -0.11 -0.04 -0.301
H 2.145 3.524 -3.269 0.18 -0.22 -0.06 0.346
C 3.554 2.151 -4.194 -0.12 -0.13 -0.17 -0.627
H 4.450 2.656 -3.812 -0.46 -0.21 -0.14 0.366
C 3.687 1.015 -5.005 -0.14 0.14 0.12 -0.402
H 4.681 0.634 -5.255 -0.37 0.13 0.11 0.374
C 2.545 0.378 -5.499 -0.05 0.17 0.10 -0.725
H 2.628 -0.501 -6.136 0.06 0.19 0.14 0.394
C 1.278 0.873 -5.187 0.34 0.02 0.02 -0.148
H 0.379 0.409 -5.581 0.21 -0.15 0.00 0.354
H -0.224 3.132 -3.184 -0.02 -0.14 -0.15 0.335
H -0.563 3.175 -4.919 0.04 -0.09 0.09 0.422
O -1.125 0.727 3.429 0.10 -0.12 -1.26 -0.370
B -1.237 1.450 2.196 -0.09 0.42 0.17 0.556
O -1.403 2.833 2.526 0.31 -0.85 -0.43 -0.629
C -1.187 2.921 3.870 0.03 -0.14 0.30 0.806
C -1.077 4.056 4.632 -0.12 0.03 -0.02 -0.903
C -0.817 3.883 5.997 -0.08 -0.66 -0.44 -0.489
C -0.646 2.603 6.538 -0.14 -0.16 -0.39 -0.504
C -0.736 1.448 5.734 -0.04 0.03 0.24 -0.817
C -1.021 1.647 4.405 0.05 0.80 0.50 0.543
H -1.195 5.018 4.141 0.03 -0.01 0.33 0.424
H -0.766 4.754 6.615 0.13 0.28 0.40 0.406
H -0.453 2.483 7.593 0.06 0.08 0.09 0.383
H -0.593 0.421 6.093 -0.04 0.60 0.09 0.419
```
Positions in Å, forces in eV/Å.

Computed properties:
molecular weight	595.61	g mol⁻¹
spin multiplicity	8
HOMO energy (spin up / spin down)	-7.45 / -7.46	eV
LUMO level (spin up / spin down)	0.11 / -0.16	eV
strongest force on any atom	3.16	eV/A
ΔE to the lowest compared entry with this formula, charge and spin	0.0	kcal/mol
HOMO-LUMO gap (spin up / spin down)	7.560 / 7.304	eV

=====

This record from the OMol25 dataset describes C51H40N2O6STa as an isolated structure. The level of theory is wB97M-V/def2-TZVPD.

```
101
Properties=species:S:1:pos:R:3:forces:R:3:mulliken_charge:R:1
Ta 0.565 -0.389 -0.433 0.19 0.30 -0.03 0.446
O 1.620 1.095 -0.861 -0.35 0.42 0.17 1.330
C 2.151 2.100 -1.696 0.21 -0.18 -0.16 1.527
C 2.190 1.457 -3.090 0.02 0.06 -0.03 -1.270
C 0.810 1.134 -3.592 0.02 0.01 -0.04 0.253
C 0.356 1.758 -4.746 -0.01 -0.01 0.02 -0.893
C -0.889 1.440 -5.249 -0.04 -0.02 0.00 -1.102
C -1.636 0.479 -4.595 0.04 0.03 -0.03 -0.898
C -1.135 -0.109 -3.445 -0.01 -0.02 0.00 -0.179
C -1.942 -1.179 -2.764 -0.04 -0.01 0.00 -1.764
C -2.448 -0.730 -1.388 -0.03 -0.09 -0.03 2.543
O -1.279 -0.313 -0.686 -0.61 0.20 -0.06 -0.135
C -3.404 0.444 -1.558 0.04 0.03 0.05 0.203
C -4.771 0.223 -1.695 -0.01 -0.01 -0.01 -0.263
C -5.633 1.283 -1.939 0.00 0.01 0.00 -0.903
C -5.139 2.575 -2.047 0.00 0.01 0.00 -0.740
C -3.777 2.801 -1.916 -0.01 0.00 0.00 -0.843
C -2.916 1.740 -1.676 -0.01 0.00 0.00 -0.017
C -3.091 -1.862 -0.597 -0.04 0.09 0.01 -0.851
C -3.302 -3.132 -1.110 0.07 -0.03 0.01 -0.304
C -3.907 -4.114 -0.330 0.01 0.00 -0.02 -1.147
C -4.311 -3.828 0.961 0.00 0.01 0.00 -0.670
C -4.116 -2.551 1.477 -0.02 -0.01 0.01 -0.877
C -3.511 -1.580 0.701 -0.04 -0.01 -0.03 0.090
N 0.060 0.239 -2.926 -0.01 -0.19 0.05 0.929
C 1.266 3.337 -1.716 0.04 -0.01 0.00 0.187
C 0.130 3.453 -0.932 -0.01 -0.01 0.02 0.045
C -0.653 4.603 -0.974 0.00 0.00 0.01 -0.779
C -0.307 5.647 -1.813 -0.01 0.01 0.00 -0.832
C 0.827 5.537 -2.610 0.00 0.00 -0.01 -0.935
C 1.606 4.395 -2.560 -0.03 0.00 0.00 -0.006
C 3.548 2.378 -1.134 -0.01 -0.03 0.03 0.201
C 3.888 3.586 -0.540 0.03 0.02 -0.02 -0.191
C 5.134 3.754 0.056 0.00 0.01 -0.01 -1.045
C 6.047 2.714 0.070 0.01 -0.02 0.00 -0.542
C 5.709 1.496 -0.509 0.01 0.02 0.00 -0.976
C 4.469 1.330 -1.100 -0.01 -0.01 0.01 -0.211
H 2.777 0.539 -3.033 0.01 0.01 0.02 0.663
H 2.681 2.125 -3.796 0.01 -0.02 -0.01 0.399
H 0.987 2.484 -5.240 0.01 0.00 0.01 0.522
H -1.266 1.921 -6.142 0.00 0.00 0.00 0.442
H -2.608 0.182 -4.963 -0.01 -0.01 0.01 0.518
H -1.332 -2.075 -2.638 0.02 0.02 0.00 0.386
H -2.793 -1.435 -3.394 0.01 -0.01 -0.01 0.744
H -5.169 -0.779 -1.602 0.00 0.00 0.00 0.464
H -6.694 1.098 -2.039 0.00 -0.01 0.00 0.450
H -5.813 3.401 -2.233 0.00 0.00 0.00 0.416
H -3.379 3.803 -2.009 0.00 0.00 0.00 0.533
H -1.854 1.924 -1.591 0.01 0.01 0.00 -0.188
H -3.001 -3.380 -2.119 -0.01 -0.01 0.01 0.442
H -4.065 -5.102 -0.742 0.00 0.00 0.00 0.451
H -4.786 -4.592 1.563 0.00 0.00 0.01 0.424
H -4.446 -2.315 2.482 0.00 -0.01 -0.01 0.588
H -3.374 -0.576 1.085 0.01 0.02 0.03 0.684
H -0.187 2.637 -0.296 0.00 0.00 0.00 -0.051
H -1.534 4.672 -0.350 0.00 0.00 0.00 0.644
H -0.912 6.543 -1.848 0.00 0.00 0.00 0.435
H 1.108 6.349 -3.267 0.00 0.00 0.00 0.467
H 2.502 4.336 -3.167 0.00 -0.01 0.00 0.448
H 3.189 4.412 -0.538 0.00 0.00 0.02 0.388
H 5.385 4.704 0.508 0.00 0.00 0.00 0.438
H 7.017 2.847 0.531 0.00 0.00 0.00 0.415
H 6.412 0.673 -0.495 0.00 0.00 0.00 0.443
H 4.211 0.363 -1.514 -0.01 -0.01 0.00 0.177
C 1.905 0.607 2.309 -0.05 0.03 -0.02 -1.314
C 1.837 -0.922 2.208 0.06 -0.21 0.04 2.094
C 2.903 -1.501 3.099 0.17 0.10 -0.05 -2.217
C 3.677 -2.507 2.702 -0.09 0.04 -0.04 -0.791
C 3.482 -3.121 1.397 0.03 -0.02 0.05 0.772
C 4.116 -4.297 1.014 -0.02 0.00 -0.03 -0.789
C 3.887 -4.853 -0.236 0.00 0.02 0.01 -0.855
C 2.999 -4.237 -1.107 0.03 -0.01 0.05 -0.753
C 2.360 -3.067 -0.726 -0.06 -0.07 -0.08 1.476
S 1.176 -2.274 -1.765 0.27 0.09 0.10 -0.654
C 2.614 -2.477 0.508 0.00 0.04 0.05 -1.200
N 2.005 -1.257 0.792 0.18 -0.41 0.00 0.775
H 1.859 0.956 3.342 -0.09 -0.02 -0.01 0.606
H 1.037 1.989 1.211 0.03 -0.02 -0.03 0.362
H 2.841 0.915 1.839 0.02 0.02 0.05 0.475
H 3.055 -1.025 4.060 0.03 0.03 -0.02 0.827
H 4.456 -2.890 3.349 0.01 0.00 0.01 0.501
H 4.793 -4.777 1.710 0.01 -0.01 -0.01 0.448
H 4.385 -5.767 -0.528 0.00 -0.01 0.00 0.398
H 2.792 -4.670 -2.077 -0.01 0.00 0.00 0.512
O -0.362 -1.120 1.499 0.17 -0.21 0.13 -0.905
C 0.360 -1.270 2.503 -0.25 0.05 -0.15 0.839
O 0.787 1.123 1.562 0.07 0.00 -0.04 -0.535
C -0.268 -1.605 3.768 -0.08 -0.03 0.06 0.194
C 0.440 -2.069 4.878 0.12 -0.02 -0.04 -0.462
C -0.201 -2.440 6.057 -0.08 0.00 0.02 -1.424
C -1.571 -2.326 6.077 0.03 0.02 -0.05 0.943
O -2.411 -2.621 7.085 -0.02 0.01 -0.01 -0.477
C -3.738 -2.320 6.620 0.02 -0.02 0.07 -0.310
O -3.623 -1.870 5.272 0.00 0.02 -0.04 -0.505
C -2.292 -1.867 4.975 0.02 -0.02 0.07 0.726
C -1.683 -1.504 3.817 0.06 0.05 0.00 -0.976
H 1.509 -2.191 4.821 -0.03 -0.01 0.01 0.655
H 0.344 -2.812 6.912 0.02 0.00 0.00 0.470
H -4.159 -1.530 7.241 0.00 0.00 -0.01 0.268
H -4.340 -3.227 6.657 0.00 0.01 -0.01 0.299
H -2.236 -1.149 2.964 0.00 -0.01 -0.03 0.406
```
Positions in Å, forces in eV/Å.

Computed properties:
molecular weight	989.90	g mol⁻¹
spin multiplicity	1
HOMO energy	-10.00	eV
LUMO level	-2.92	eV
strongest force on any atom	0.64	eV/A
ΔE to the lowest compared entry with this formula, charge and spin	53.4	kcal/mol
net charge	+1
HOMO-LUMO gap	7.080	eV

=====

This record from the OMol25 dataset describes an isolated molecule of C18H19ClN4O. The level of theory is wB97M-V/def2-TZVPD.

```
43
Properties=species:S:1:pos:R:3:forces:R:3:nbo_charge:R:1
C 0.210 -3.411 -1.904 0.00 0.01 0.00 -0.649
C 0.063 -2.024 -1.366 0.06 0.18 0.14 0.291
N 0.861 -1.671 -0.387 0.26 -0.66 -0.10 -0.487
C 0.724 -0.440 0.092 -0.14 0.57 0.35 0.335
C 1.399 0.220 1.120 -0.35 -0.02 -0.34 -0.181
C 0.839 1.508 1.151 -0.03 -0.40 -0.38 0.223
N -0.113 1.646 0.234 0.00 1.03 0.22 -0.347
N -0.210 0.472 -0.402 0.53 -0.73 0.34 -0.185
C -1.053 0.134 -1.422 -0.15 -0.11 -0.51 0.458
C -0.905 -1.159 -1.904 -0.08 0.11 0.01 -0.421
H -1.539 -1.532 -2.689 -0.10 0.05 -0.04 0.220
N -1.899 1.065 -1.946 0.41 0.02 0.11 -0.399
C -2.516 2.097 -1.129 -0.55 0.22 0.55 -0.276
H -2.656 2.981 -1.758 0.01 -0.02 0.04 0.198
H -1.863 2.344 -0.293 -0.29 0.06 -0.23 0.277
C -3.880 1.595 -0.642 0.30 0.23 0.03 -0.083
H -3.735 0.724 0.016 -0.01 0.07 -0.01 0.164
O -4.719 1.246 -1.724 -0.16 0.03 -0.06 -0.523
C -4.126 0.264 -2.540 0.21 -0.05 -0.23 -0.082
H -3.990 -0.670 -1.971 -0.02 0.05 -0.06 0.166
C -2.766 0.746 -3.063 -0.35 -0.31 -0.07 -0.243
H -2.915 1.671 -3.629 0.03 -0.10 0.01 0.211
H -2.309 0.010 -3.720 0.00 0.05 -0.02 0.215
H -4.823 0.089 -3.362 0.08 -0.06 0.02 0.198
H -4.406 2.377 -0.092 0.07 -0.04 0.04 0.201
C 1.226 2.663 2.001 -0.17 0.08 -0.03 -0.651
H 1.100 3.586 1.440 0.05 0.06 -0.03 0.229
H 2.260 2.563 2.322 0.04 0.05 0.06 0.226
H 0.593 2.713 2.886 0.05 0.03 0.04 0.234
C 2.484 -0.341 1.916 0.04 -0.01 0.06 0.009
C 2.488 -0.320 3.309 0.14 -0.11 -0.15 -0.046
C 3.547 -0.835 4.037 0.06 0.00 0.06 -0.234
C 4.621 -1.403 3.374 -0.03 0.00 0.04 -0.204
C 4.621 -1.469 1.991 0.07 -0.05 -0.05 -0.218
C 3.564 -0.944 1.273 0.05 0.00 0.11 -0.184
H 3.554 -0.993 0.195 0.01 0.01 -0.09 0.223
H 5.448 -1.928 1.471 0.07 -0.03 -0.05 0.214
H 5.447 -1.804 3.941 0.06 -0.03 0.05 0.215
H 3.520 -0.800 5.115 -0.02 0.01 0.08 0.225
Cl 1.121 0.296 4.175 -0.14 -0.01 0.23 -0.002
H -0.726 -3.958 -1.803 -0.06 -0.08 -0.03 0.222
H 0.472 -3.381 -2.960 0.00 -0.05 -0.09 0.221
H 0.990 -3.929 -1.354 0.02 -0.04 0.01 0.238
```
Positions in Å, forces in eV/Å.

Computed properties:
molecular weight	342.83	g mol⁻¹
spin multiplicity	1
HOMO energy	-7.66	eV
LUMO level	0.75	eV
strongest force on any atom	1.05	eV/A
ΔE to the lowest compared entry with this formula, charge and spin	14.0	kcal/mol
HOMO-LUMO gap	8.406	eV
structure (SMILES)	Cc1cc(N2CCOCC2)n2nc(C)c(-c3ccccc3Cl)c2n1

=====

Look up the ΔE to the lowest compared entry with this formula, charge and spin of the second one.
53.4 kcal/mol